One molecule with the formula C27H24N2O5, computed with ωB97M-V/def2-TZVPD.

Last column: natural (NBO) charge in e.
Atoms and positions in Å:
C (-0.854881, 0.751229, 6.903177)  -0.624
C (-0.219996, -0.052656, 5.809801)  -0.024
C (0.458733, -1.231003, 6.083010)  -0.207
C (1.060111, -1.954251, 5.070538)  -0.237
C (0.992909, -1.507994, 3.756826)  0.200
N (1.596905, -2.213148, 2.704450)  -0.626
C (2.253253, -3.391089, 2.722749)  0.658
O (2.468319, -4.092970, 3.684055)  -0.601
C (2.760650, -3.818469, 1.333601)  -0.179
O (2.389581, -2.903862, 0.310965)  -0.526
C (1.677812, -3.368638, -0.729465)  0.791
O (1.381611, -4.524273, -0.883381)  -0.571
C (1.284806, -2.270630, -1.654575)  -0.158
C (0.541660, -2.606505, -2.785276)  -0.144
C (0.117888, -1.636176, -3.684634)  -0.162
C (0.446437, -0.324106, -3.411617)  -0.108
C (1.187884, 0.016341, -2.276799)  -0.068
C (1.625994, -0.940156, -1.390047)  -0.154
C (1.338240, 1.494743, -2.249181)  0.677
O (1.869711, 2.189152, -1.421194)  -0.554
N (0.713534, 1.947862, -3.398740)  -0.478
C (0.473783, 3.346336, -3.674305)  -0.216
C (-0.682320, 3.867311, -2.801591)  -0.450
C (-1.866413, 2.954686, -2.955656)  0.071
C (-2.031939, 1.874109, -2.097862)  -0.267
C (-3.055023, 0.964395, -2.298809)  -0.198
C (-3.926700, 1.127362, -3.361042)  -0.219
C (-3.775955, 2.207014, -4.214501)  -0.193
C (-2.750179, 3.112371, -4.014723)  -0.234
C (0.136190, 0.929276, -4.147477)  0.688
O (-0.456686, 1.079524, -5.182804)  -0.536
C (0.308525, -0.322655, 3.453880)  -0.048
C (0.208294, 0.191898, 2.044605)  -0.648
C (-0.282644, 0.379968, 4.490920)  -0.198
H (-0.206625, 1.583626, 7.178975)  0.219
H (-1.807558, 1.163739, 6.577518)  0.215
H (-1.018055, 0.141286, 7.787995)  0.216
H (0.521152, -1.592216, 7.098733)  0.210
H (1.583859, -2.869064, 5.290463)  0.251
H (1.530322, -1.763732, 1.801100)  0.416
H (3.852793, -3.875035, 1.370376)  0.218
H (2.365814, -4.814615, 1.105190)  0.244
H (0.302230, -3.647729, -2.942034)  0.246
H (-0.454230, -1.891179, -4.562490)  0.239
H (2.216033, -0.670849, -0.528899)  0.242
H (1.389588, 3.904715, -3.468423)  0.226
H (0.215826, 3.420842, -4.732936)  0.231
H (-0.926417, 4.881901, -3.117419)  0.222
H (-0.354265, 3.891376, -1.761035)  0.224
H (-1.353207, 1.743759, -1.264557)  0.208
H (-3.167410, 0.124987, -1.627607)  0.213
H (-4.721308, 0.414481, -3.523215)  0.214
H (-4.454346, 2.338461, -5.044138)  0.215
H (-2.627806, 3.946193, -4.690712)  0.210
H (1.188926, 0.469260, 1.655221)  0.219
H (-0.235952, -0.550751, 1.379474)  0.211
H (-0.418226, 1.079777, 2.018278)  0.230
H (-0.811231, 1.295772, 4.265240)  0.203

Force components x, y, z for each atom (eV/Å):
C 0.1 0.1 0.0
C 0.0 -0.1 0.0
C -0.1 0.2 -0.1
C 0.1 -0.2 0.0
C -0.1 0.1 0.4
N -0.2 0.5 -0.4
C 0.1 -0.1 -0.7
O 0.1 -0.2 0.1
C 0.1 -0.7 0.4
O 0.2 0.3 0.1
C -0.2 -0.4 -0.2
O 0.1 0.2 0.0
C 0.0 0.3 -0.1
C 0.1 0.0 0.1
C 0.0 0.2 0.0
C 0.3 -0.3 0.6
C -0.3 -0.4 -0.4
C 0.0 0.0 -0.1
C 0.1 0.0 0.0
O 0.0 0.0 0.1
N 0.2 0.4 -0.1
C 0.0 0.3 0.1
C 0.1 -0.2 -0.1
C -0.1 0.2 0.1
C 0.0 0.1 0.0
C 0.0 -0.1 0.0
C -0.1 -0.1 0.0
C 0.0 0.0 -0.1
C 0.0 0.0 0.1
C 0.0 0.0 -0.3
O 0.0 -0.1 0.0
C 0.0 0.0 0.0
C 0.0 -0.1 0.1
C 0.1 -0.2 0.1
H 0.0 0.1 0.1
H -0.1 0.0 0.0
H 0.0 0.0 0.1
H 0.0 0.0 0.1
H 0.0 0.0 0.0
H 0.1 -0.2 0.1
H -0.2 0.0 0.0
H 0.1 0.2 0.1
H 0.0 -0.1 0.0
H -0.1 0.0 -0.1
H 0.0 0.0 0.1
H -0.1 -0.1 -0.1
H 0.1 0.0 0.1
H 0.0 0.0 0.1
H 0.0 0.1 0.0
H 0.1 0.0 0.1
H 0.0 -0.1 0.1
H -0.1 -0.1 0.0
H -0.1 0.0 -0.1
H 0.0 0.1 -0.1
H 0.1 0.0 -0.1
H 0.0 0.0 -0.1
H 0.0 0.0 -0.1
H -0.1 0.1 -0.1

* M: 456.5 g/mol
* E_tot: -41608.9113 eV
* largest force on an atom: 0.8 eV/A
* charge: 0
* structure (SMILES): Cc1ccc(NC(=O)COC(=O)c2ccc3c(c2)C(=O)N(CCc2ccccc2)C3=O)c(C)c1

***

C27H25BCuF5I2N2O5P as an isolated structure, computed with ωB97M-V/def2-TZVPD.

Last column: Mulliken spin population.
Atoms and positions in Å:
C (4.894233, -3.474715, 1.596780)  0.000
C (4.024159, -3.059777, 0.885106)  0.001
C (2.825018, -2.508324, 0.347804)  0.000
C (1.661240, -3.286700, 0.255355)  0.000
I (1.729480, -5.276798, 0.905016)  0.000
C (0.457920, -2.767215, -0.212859)  0.000
B (-0.882071, -3.642322, -0.318849)  0.000
O (-0.949807, -4.628178, -1.241893)  0.000
C (-2.151776, -3.369917, 0.571988)  0.000
C (-1.966711, -2.353206, 1.701667)  0.000
C (0.465304, -1.432049, -0.577157)  -0.002
C (1.619003, -0.640151, -0.531642)  0.002
C (2.819503, -1.164715, -0.068492)  -0.001
C (4.069859, -0.344744, 0.024831)  0.000
C (5.142404, -0.691731, -1.047288)  0.000
C (6.511390, -1.056645, -0.469179)  0.000
C (7.506348, 0.082718, -0.459406)  0.000
F (7.371957, 0.904867, -1.520981)  0.000
F (8.760247, -0.429147, -0.502131)  0.000
C (7.457169, 0.960791, 0.808960)  0.000
F (8.524015, 1.736828, 0.883661)  0.000
F (7.413534, 0.203679, 1.901454)  0.000
F (6.372329, 1.742395, 0.791935)  0.000
C (1.484768, 0.758845, -0.986569)  -0.002
O (2.287747, 1.377922, -1.630511)  0.000
C (0.175917, 1.403876, -0.603840)  -0.005
C (0.147020, 2.750437, -0.275946)  0.012
C (-1.060557, 3.297724, 0.080766)  0.049
I (-0.999674, 5.383089, 0.462220)  0.007
C (-2.217866, 2.509274, 0.127005)  0.092
P (-3.798636, 3.231818, 0.546491)  0.583
N (-3.767908, 4.063948, 1.970151)  0.192
O (-4.115571, 4.310624, -0.631533)  0.040
C (-2.197430, 1.159128, -0.231999)  -0.056
C (-3.445206, 0.323953, -0.234635)  0.020
C (-4.596256, 1.025156, -0.932696)  -0.010
O (-4.358984, 1.903342, -1.755115)  0.071
N (-5.867641, 0.591377, -0.659540)  -0.009
C (-6.885292, 1.436154, -1.313281)  0.009
C (-6.186799, 0.359815, 0.759557)  0.008
C (-0.966205, 0.622478, -0.614250)  0.001
C (-0.783087, -0.809396, -1.052624)  0.005
O (-1.597366, -1.352638, -1.753730)  0.002
H (5.654580, -3.855755, 2.232530)  0.000
H (-0.091815, -4.989354, -1.490689)  0.000
H (-2.452078, -4.323879, 1.000411)  0.000
H (-2.939135, -3.048828, -0.112164)  0.000
H (-1.277484, -2.747780, 2.443790)  0.000
H (-1.552810, -1.404065, 1.358450)  0.000
H (-2.909879, -2.141979, 2.200373)  0.000
H (3.843967, 0.711631, -0.017336)  0.000
H (4.496186, -0.516656, 1.012408)  0.000
H (5.232015, 0.171048, -1.696359)  0.000
H (4.781387, -1.512911, -1.658837)  0.000
H (6.430482, -1.454581, 0.533914)  0.000
H (6.951448, -1.846321, -1.070674)  0.000
H (1.050348, 3.337218, -0.317688)  0.002
H (-3.961407, 5.057634, 1.847106)  -0.005
H (-4.392099, 3.691355, 2.685378)  -0.007
H (-3.545131, 3.989966, -1.364972)  0.002
H (-3.728774, 0.061659, 0.781680)  -0.009
H (-3.267019, -0.619450, -0.739424)  0.000
H (-6.730479, 1.473739, -2.381369)  0.000
H (-7.852442, 0.985071, -1.125169)  0.000
H (-6.897476, 2.438308, -0.884377)  -0.004
H (-7.149926, 0.786108, 1.007561)  0.002
H (-5.444903, 0.790209, 1.435796)  0.002
H (-6.227866, -0.698585, 1.002525)  0.001
Cu (-2.945382, 5.814315, -1.677471)  0.006

Force components x, y, z for each atom (eV/Å):
C 0.1 0.0 -0.1
C -0.2 0.1 0.6
C -0.1 -0.1 -0.4
C 0.3 -0.1 0.2
I -0.1 0.1 0.0
C -0.1 -0.5 0.1
B 0.0 0.1 -0.3
O 0.0 -0.3 0.4
C 0.4 0.5 0.0
C -0.1 -0.2 -0.1
C 0.0 0.2 -0.1
C 0.0 -0.1 0.2
C 0.0 0.2 -0.2
C 0.4 -0.1 0.2
C -0.4 0.1 0.5
C -0.2 0.0 -0.5
C 0.2 -0.3 0.4
F 0.0 0.1 -0.2
F 0.1 -0.1 0.0
C 0.3 0.1 -0.3
F 0.2 0.2 0.0
F -0.1 -0.2 0.3
F -0.4 0.1 0.0
C 0.0 -0.2 -0.1
O 0.2 0.3 0.0
C 0.1 -0.1 0.0
C -0.1 0.0 -0.1
C 0.2 0.3 0.2
I -0.4 0.0 -0.6
C -0.2 0.2 0.2
P 0.1 -0.2 -0.1
N -0.8 0.3 -0.6
O 0.6 0.4 0.3
C 0.2 -0.2 -0.4
C -0.3 0.2 0.4
C -0.5 -1.2 0.1
O 0.1 0.6 -0.2
N 0.5 1.6 0.2
C -0.4 -0.6 0.0
C 0.2 -0.9 0.2
C -0.2 0.1 0.2
C 0.2 0.2 0.0
O -0.3 -0.3 0.0
H 0.2 -0.1 0.0
H 0.0 0.1 -0.4
H -0.2 -0.1 -0.1
H -0.2 -0.2 0.0
H 0.1 0.1 0.2
H 0.1 0.1 0.0
H -0.1 0.0 0.2
H -0.1 0.1 0.0
H 0.0 -0.1 0.1
H 0.0 0.0 -0.3
H 0.0 -0.1 -0.1
H 0.0 -0.1 0.2
H 0.2 0.0 -0.1
H 0.2 0.0 -0.1
H 0.1 0.1 0.2
H 0.3 -0.1 0.2
H -0.8 -1.1 -0.3
H 0.1 -0.1 0.2
H 0.0 -0.1 -0.2
H 0.1 0.1 -0.1
H -0.1 -0.1 0.0
H 0.1 0.2 -0.1
H -0.1 0.1 -0.1
H 0.0 0.2 0.0
H 0.0 -0.1 -0.1
Cu 0.7 0.8 0.5

* 2S+1: 2
* M: 911.6 g/mol
* E_tot: -125998.9746 eV
* largest force on an atom: 1.7 eV/A
* charge: +2

***

C27H25BeBrN5O2S as an isolated structure, computed with ωB97M-V/def2-TZVPD.

Last column: natural (NBO) charge in e.
Atoms and positions in Å:
Be (0.836802, -0.009694, -0.512874)  1.669
O (-0.136506, -3.397794, -1.806220)  -0.709
C (-0.634631, -4.029471, -0.736307)  0.353
C (-0.973645, -5.388673, -0.783130)  -0.280
C (-1.594160, -5.970253, 0.304587)  -0.173
C (-1.805464, -5.252754, 1.497151)  -0.258
C (-1.321105, -3.950257, 1.587222)  -0.180
C (-0.728921, -3.321625, 0.499016)  -0.167
C (-0.300062, -1.867625, 0.610734)  0.243
O (0.754183, -1.573741, -0.283558)  -1.039
N (-1.414437, -1.028434, 0.200213)  -0.437
N (-0.963364, 0.250591, -0.298909)  -0.468
C (-1.938884, 1.137889, -0.167282)  0.034
C (-2.239949, 2.226129, -0.967740)  -0.163
Br (-1.212639, 3.141279, -2.305238)  0.084
C (-3.509551, 2.844479, -0.787273)  -0.066
C (-4.186066, 3.049349, 0.447144)  -0.144
C (-3.609550, 2.877692, 1.701290)  -0.161
C (-4.228599, 3.418995, 2.866066)  -0.213
C (-5.455874, 4.066869, 2.799691)  -0.160
C (-6.126708, 4.086581, 1.534858)  -0.204
C (-5.518107, 3.583966, 0.416409)  -0.152
H (0.347572, -2.585288, -1.403807)  0.505
H (-0.773000, -5.945170, -1.716269)  0.230
H (-2.015480, -6.980298, 0.217599)  0.220
H (-2.328672, -5.699708, 2.323967)  0.218
H (-1.363385, -3.428768, 2.536966)  0.201
H (0.020696, -1.647761, 1.652130)  0.149
H (-2.144979, -0.911255, 0.944459)  0.362
H (-2.728934, 0.883221, 0.577035)  0.200
H (-3.946227, 3.360957, -1.657699)  0.236
H (-2.686273, 2.333876, 1.835705)  0.203
H (-3.657882, 3.329043, 3.781718)  0.224
H (-5.899136, 4.590776, 3.633465)  0.233
H (-7.142861, 4.523028, 1.461427)  0.234
H (-6.086400, 3.690753, -0.510010)  0.225
S (2.530782, 2.150915, 2.720704)  0.473
C (1.589408, 1.739585, 1.356723)  -0.085
N (1.849722, 0.637385, 0.700368)  -0.664
C (2.995177, -0.008365, 1.261773)  0.085
C (3.670802, -1.210233, 0.828929)  -0.192
C (4.970631, -1.370716, 1.229787)  -0.200
C (5.553721, -0.497379, 2.159918)  -0.181
C (4.844207, 0.532384, 2.745048)  -0.250
C (3.583858, 0.801986, 2.286974)  -0.128
H (0.793840, 2.396456, 1.047030)  0.236
H (3.148355, -1.935198, 0.230900)  0.262
H (5.562319, -2.235261, 0.828859)  0.241
H (6.597204, -0.679039, 2.382590)  0.234
H (5.236520, 1.116232, 3.577893)  0.236
C (4.012113, 1.749472, -4.176548)  -0.403
N (2.966638, 0.891373, -3.616656)  -0.315
C (2.523507, -0.378770, -4.110971)  -0.080
C (1.583599, -0.752185, -3.224792)  -0.057
N (1.460236, 0.178710, -2.200681)  -0.668
C (2.280681, 1.164871, -2.500657)  0.226
H (4.362881, 1.224956, -5.050400)  0.231
H (4.833122, 1.841742, -3.455804)  0.218
H (3.581135, 2.754318, -4.338410)  0.223
H (2.835563, -0.908466, -4.983552)  0.247
H (1.004549, -1.679993, -3.231981)  0.253
H (2.341627, 2.068312, -1.959582)  0.212

Force components x, y, z for each atom (eV/Å):
Be -0.5 -1.4 -1.5
O 0.8 0.8 -0.1
C 0.3 0.1 1.3
C 0.1 0.4 -0.8
C -0.8 -0.1 0.7
C 0.4 0.0 -0.8
C 0.2 -0.3 -0.1
C -0.4 -0.4 -0.3
C 1.0 -0.8 -0.4
O -0.3 0.4 0.6
N -0.3 1.3 0.4
N -1.8 0.1 1.2
C 1.7 -2.3 0.6
C -3.0 3.2 -0.5
Br 0.1 -1.1 0.3
C 2.5 -0.7 -1.2
C -1.9 -0.2 0.7
C -0.8 0.6 1.3
C 0.4 -0.4 -0.9
C 0.0 -0.2 -1.6
C -0.2 0.2 1.4
C 0.4 0.2 -0.3
H -0.6 -0.9 -0.6
H -0.3 0.4 0.6
H 0.5 0.4 0.1
H 0.0 -0.1 0.2
H -0.1 0.1 0.0
H -0.1 -0.1 -0.2
H 0.8 -0.2 -0.9
H 0.3 0.1 -1.0
H 0.4 -0.1 0.5
H 0.2 0.5 0.0
H -0.3 0.1 0.1
H 0.1 -0.2 0.2
H 0.8 -0.3 0.1
H 0.5 -0.2 0.0
S 0.6 -0.8 -1.0
C -0.3 -0.2 -0.1
N 0.6 0.3 1.1
C 0.8 0.3 0.1
C -1.3 1.8 0.3
C 0.5 -0.8 -0.1
C 0.3 -0.3 -0.3
C 0.9 -0.1 0.9
C -1.5 -0.7 -1.2
H -0.3 0.0 0.0
H -0.1 0.1 -0.4
H -0.7 1.0 0.5
H -0.1 0.2 0.4
H 0.2 -0.1 -0.4
C -0.4 0.1 0.7
N -0.1 -0.8 -0.7
C 0.0 2.0 1.4
C -0.7 -1.0 0.9
N -0.3 0.1 0.5
C 0.0 -1.3 -1.0
H 0.2 0.5 -0.5
H -0.1 -0.1 -0.2
H 0.4 -0.6 -0.4
H 0.5 0.3 -0.3
H 0.2 0.5 0.1
H 0.4 0.8 0.5

* M: 572.5 g/mol
* E_tot: -121225.2127 eV
* largest force on an atom: 4.4 eV/A
* charge: +1

***

> Which value of largest force on an atom does entry 3 give?

4.4 eV/A

***

> Which of these has the highest M?

C27H25BCuF5I2N2O5P

***

> Look up the charge of the second one.

+2

***

> Number 3 is which compound?

C27H25BeBrN5O2S